No. 1
Density functional theory data (the ωB97M-V functional and the def2-TZVPD basis) for C5H12O in the gas phase.

Computed properties:
SMILES = CC(C)CCO
DFT total energy = -7427.0157 eV
2S+1 = 1
Molar mass = 88.15 g mol⁻¹
HOMO = -10.252 eV
Charge = 0
Energy above the lowest of the compared OMol25 structures with the same formula, charge and spin = 28.52 kJ/mol

Structure (XYZ):
```
18
Properties=species:S:1:pos:R:3:forces:R:3
C -1.191 0.815 -0.975 -0.0021 0.0553 -0.0424
C -0.635 -0.373 -0.186 0.0071 -0.0342 -0.0340
C -1.727 -1.009 0.674 -0.0346 -0.0178 0.0385
C 0.579 0.020 0.661 0.0055 -0.0354 0.0240
C 1.814 0.359 -0.168 -0.3950 0.1016 -0.2361
O 2.960 0.059 0.609 0.3210 0.0438 -0.0814
H -0.421 1.298 -1.589 -0.1074 -0.0908 0.0835
H -1.596 1.572 -0.291 0.0717 -0.1002 -0.0828
H -2.002 0.502 -1.644 0.1094 0.0419 0.1082
H -0.295 -1.132 -0.907 -0.0424 0.0915 0.0921
H -2.140 -0.284 1.387 0.0746 -0.0832 -0.0944
H -1.332 -1.856 1.249 -0.0638 0.1222 -0.0877
H -2.552 -1.377 0.054 0.1043 0.0780 0.0909
H 0.323 0.859 1.323 0.0342 -0.1300 -0.0792
H 0.859 -0.819 1.310 -0.0521 0.0699 -0.0975
H 1.812 1.419 -0.467 0.0111 -0.1670 0.0621
H 1.805 -0.240 -1.094 0.0235 0.0495 0.1691
H 3.738 0.186 0.054 -0.0650 0.0050 0.1670
```
Positions in Å, forces in eV/Å.

No. 2
Density functional theory data (the ωB97M-V functional and the def2-TZVPD basis) for an isolated ion of composition C6H12N and charge +1.

Computed properties:
SMILES = C[C@@H]1CC1=[N+](C)C
DFT total energy = -7897.7272 eV
2S+1 = 1
Molar mass = 98.17 g mol⁻¹
HOMO = -15.735 eV
Charge = +1
Energy above the lowest of the compared OMol25 structures with the same formula, charge and spin = 225.23 kJ/mol

Structure (XYZ):
```
19
Properties=species:S:1:pos:R:3:forces:R:3
C -0.103 0.458 0.226 -1.0618 0.1439 -0.0412
C -1.004 1.555 0.025 0.1488 0.3893 0.8794
C -1.497 0.219 0.416 -0.7572 -2.8144 1.8754
C -2.312 -0.770 -0.411 -0.2768 -0.5425 0.3307
C 1.420 -1.380 0.311 -0.3756 0.5769 -3.2518
C 2.151 0.818 -0.280 3.1169 1.4281 1.8416
N 1.048 0.014 0.098 1.5063 -0.6170 0.2154
H -1.060 2.383 0.692 -0.0050 0.5148 0.3409
H -1.214 1.696 -0.967 -0.2260 1.1255 -2.5002
H -1.767 0.063 1.459 0.2303 0.4158 0.2109
H -3.326 -0.736 0.043 0.5400 -0.2878 -0.5348
H -1.921 -1.861 -0.346 -0.5821 2.0074 -0.2611
H -2.393 -0.377 -1.426 0.0525 -0.5496 -0.1501
H 0.691 -1.739 0.907 -2.2906 -1.8827 1.8874
H 1.442 -1.870 -0.686 -0.0611 0.1214 0.7075
H 2.349 -1.465 0.755 1.8500 0.0882 0.9266
H 1.870 1.896 -0.307 0.2220 -0.9658 -0.9378
H 2.947 0.809 0.595 -1.5773 -0.2127 -1.5270
H 2.678 0.290 -1.102 -0.4536 1.0611 -0.0118
```
Positions in Å, forces in eV/Å.

No. 3
Density functional theory data (the ωB97M-V functional and the def2-TZVPD basis) for a 3-piece molecular cluster, C27H53B2N3O14P3S overall.

Computed properties:
DFT total energy = -102044.5748 eV
2S+1 = 1
Molar mass = 790.34 g mol⁻¹
HOMO = -4.086 eV
Charge = -1

Structure (XYZ):
```
103
Properties=species:S:1:pos:R:3:forces:R:3
C 6.622 1.510 -1.204 0.5954 -0.0507 0.5549
B 5.408 2.271 -0.421 1.2655 0.5600 -0.5867
O 5.793 3.410 0.382 -0.1797 -1.1669 0.3646
B 3.839 1.648 -0.572 -0.0459 0.1970 0.7785
C 3.228 1.317 0.927 0.0861 -0.3753 0.9466
C 2.969 2.650 1.769 0.4738 -0.9305 0.7590
C 1.576 2.645 2.522 -0.2153 1.4482 -0.5857
C 0.888 4.046 2.263 0.0563 -0.2655 -0.5809
N -0.361 4.229 3.077 0.3128 0.1486 0.0705
C -0.917 5.557 2.918 -1.1128 0.2419 -1.4167
C -1.516 5.897 1.490 0.8448 -0.2371 0.0652
O -0.957 6.386 3.789 0.4339 -0.6508 -0.1119
O 2.772 2.500 -1.187 -1.6271 -1.3045 -1.2001
C 2.120 1.706 -2.131 -0.4634 -0.6043 -0.8632
C 0.547 1.652 -2.129 0.7050 0.5626 0.8979
C -0.143 3.019 -1.755 -0.3138 -0.6795 0.5125
C -1.621 2.664 -1.231 1.7741 0.9904 -0.5143
N -2.118 1.551 -2.064 -0.7212 0.6399 1.1843
C -3.107 0.707 -1.378 -0.3335 -1.5759 -0.4335
C -2.445 -0.216 -0.293 0.7419 -1.0785 1.2670
C -2.236 0.225 1.087 0.1293 -0.8850 -0.5186
C -1.594 -0.559 2.127 -0.5139 -0.4605 -2.5231
C -1.123 -1.892 1.764 -0.8335 1.2227 -0.8151
C -1.332 -2.414 0.426 -0.6428 2.3627 1.0205
C -1.994 -1.575 -0.597 0.6851 0.0561 1.8361
O -2.159 -2.139 -1.853 0.3336 0.4905 0.9197
N 2.457 2.285 -3.512 -0.1043 2.0332 0.8584
C 2.669 3.479 -3.431 0.4522 0.4781 -1.5930
S 3.000 5.053 -3.544 -0.3711 -1.4316 0.2696
C 2.797 0.238 -2.201 0.0283 -0.0644 3.2611
C 2.198 -0.951 -1.315 -0.4558 0.1226 -0.5244
P 2.902 -0.431 -3.959 3.2084 1.4630 -1.1556
O 4.143 0.042 -4.693 -1.3847 -0.5296 0.4781
O 4.028 0.525 -1.522 -0.6401 -0.6912 -1.8151
H 7.616 1.997 -1.002 -0.7055 -0.2998 -0.2371
H 6.454 1.468 -2.311 -0.0327 -0.0207 0.8979
H 6.718 0.439 -0.853 -0.2704 0.9307 -0.4357
H 6.158 3.020 1.200 0.0629 0.5392 -0.4673
H 3.975 0.651 1.463 -0.8622 0.5601 -0.1745
H 2.248 0.750 0.910 0.8900 0.3933 -0.1261
H 3.098 3.576 1.151 -0.2887 -0.8969 0.3311
H 3.762 2.708 2.574 -0.7050 0.1317 -0.8340
H 0.902 1.868 2.065 0.5948 0.5268 0.6564
H 1.668 2.511 3.636 -0.0939 -0.1039 -1.1137
H 1.593 4.908 2.416 -0.6368 -0.8728 0.2064
H 0.577 4.093 1.182 0.6829 -0.1226 0.7145
H -1.004 3.514 2.714 0.0546 0.5991 0.1492
H -2.343 5.190 1.224 0.6038 0.6423 0.2714
H -1.822 6.967 1.415 0.0364 -0.9707 0.2951
H -0.698 5.743 0.733 -0.7782 0.0340 0.6172
H 0.225 1.304 -3.142 0.1658 0.0277 1.0721
H 0.264 0.924 -1.316 0.0895 0.5518 -1.0298
H -0.189 3.757 -2.597 0.1786 -0.6977 0.6032
H 0.452 3.456 -0.910 -0.5160 -0.1462 -0.8570
H -1.493 2.413 -0.151 -0.3584 -0.2451 -0.9496
H -2.244 3.599 -1.289 0.2220 -0.8219 0.1203
H -2.507 1.978 -2.905 -0.0751 -0.4521 0.2164
H -3.506 -0.009 -2.155 0.2975 0.7591 0.7440
H -4.008 1.249 -0.978 0.8465 -0.3242 0.0639
H -2.612 1.255 1.319 0.3901 -1.0893 -0.0973
H -1.479 -0.089 3.127 0.0964 -0.6985 -0.8151
H -0.600 -2.478 2.554 -0.4726 0.3073 -0.9130
H -0.982 -3.446 0.207 -0.3306 0.9027 -0.0786
H -1.565 -2.909 -1.865 -0.3309 0.2959 -0.2041
H 1.754 -1.719 -2.016 0.1106 0.4483 1.1371
H 3.070 -1.386 -0.754 -0.8347 0.2940 -0.8282
H 1.468 -0.621 -0.532 0.4184 -0.2930 -0.8778
H 2.971 -1.864 -3.986 -0.7391 0.4673 0.5471
H 1.702 -0.045 -4.650 0.0757 -0.4525 0.6888
C -4.859 1.699 4.335 0.0577 0.2714 0.1908
O -5.790 1.383 3.290 2.9636 -1.7572 1.0598
P -6.094 -0.288 3.059 -8.3800 1.0855 -3.5876
O -6.760 -0.002 1.732 1.2314 0.1401 0.0670
O -7.177 -0.290 4.293 0.6806 -0.8164 0.2747
C -8.200 0.695 4.326 0.0533 0.5675 0.2719
O -6.240 -1.967 2.884 3.5010 0.3323 1.2861
C -7.531 -2.504 2.660 -0.6916 -0.0219 0.3475
H -4.834 2.781 4.458 -0.0510 -0.0405 -0.0886
H -5.166 1.241 5.280 0.0287 0.0323 0.0271
H -3.862 1.347 4.063 0.0467 0.1457 0.1077
H -8.381 1.135 3.344 0.1512 -0.0819 -0.0351
H -7.924 1.483 5.032 -0.0944 0.0241 -0.1023
H -9.119 0.223 4.675 0.1492 -0.1685 0.0288
H -8.055 -1.982 1.859 0.1784 0.1768 0.0498
H -8.123 -2.474 3.577 -0.0231 0.0319 -0.0533
H -7.405 -3.548 2.368 0.3110 0.0735 0.0640
C 2.936 -7.050 -5.078 0.2038 -0.1314 -0.2112
O 3.049 -5.969 -4.144 -3.0242 -1.6974 -0.7064
P 2.126 -6.135 -2.713 5.5504 4.4086 5.4628
O 2.312 -4.691 -2.325 -0.9549 -0.4497 -1.0455
O 3.284 -7.101 -2.067 -0.8020 -0.5346 0.1179
C 4.634 -6.651 -2.044 0.4329 -0.0734 -0.4479
O 1.085 -6.530 -1.439 -1.7184 -1.3492 -3.0580
C 1.533 -6.290 -0.114 0.5690 -0.1136 0.5237
H 3.647 -6.882 -5.886 -0.0180 0.0991 0.0801
H 3.165 -8.004 -4.596 0.0115 -0.0139 -0.0326
H 1.926 -7.079 -5.492 0.1046 -0.0717 -0.1591
H 4.710 -5.566 -2.132 -0.1548 -0.0197 -0.0401
H 5.189 -7.122 -2.860 0.0392 0.1151 0.0557
H 5.081 -6.959 -1.098 -0.1990 -0.0877 0.0093
H 1.931 -5.282 0.005 0.0240 -0.0120 -0.2482
H 2.285 -7.027 0.173 0.0089 0.0717 -0.0261
H 0.674 -6.403 0.549 -0.1389 -0.0742 -0.2824
```
Positions in Å, forces in eV/Å.